1.
ORCA calculation (ωB97M-V/def2-TZVPD) on a structure of composition C15H14Co2N3O6 at a distorted geometry.

Computed properties:
Charge: -1
HOMO-LUMO gap (Eh): 0.2369
Lowest unoccupied orbital energy (eV): 2.48

```
40
Properties=species:S:1:pos:R:3:forces:R:3:nbo_charge:R:1
C 1.0806 3.5311 2.3450 0.488 -0.135 0.507 -0.423
C 1.4646 2.7835 1.0733 -0.250 0.168 -0.279 -0.223
N 0.4952 1.7910 0.6655 -2.113 1.165 0.218 -0.575
C -0.7465 2.0742 0.9167 1.980 -0.360 -0.201 0.597
N -1.1961 3.1451 1.6343 -0.600 0.455 0.294 -0.450
C -0.3255 4.1003 2.2826 -0.268 -0.104 -0.390 -0.192
C -2.6370 3.1648 1.7352 0.076 0.487 0.338 -0.198
C -3.0776 1.9263 0.9576 -0.415 -0.305 -0.312 -0.207
N -1.8391 1.3444 0.5227 0.607 -0.328 -0.118 -0.618
H 1.1718 2.8383 3.1892 -0.129 0.077 -0.028 0.201
H 1.7757 4.3546 2.5240 0.067 -0.042 0.066 0.203
H 1.5833 3.5428 0.2746 0.143 -0.301 0.060 0.165
H 2.4192 2.2474 1.1880 -0.123 0.399 0.051 0.204
H -0.7103 4.3140 3.2857 0.030 -0.060 0.024 0.186
H -0.3303 5.0595 1.7394 -0.004 -0.126 -0.008 0.171
H -2.9712 3.1064 2.7813 0.096 0.125 -0.076 0.178
H -3.0480 4.0850 1.2965 -0.018 -0.088 0.112 0.178
H -3.6618 1.2459 1.5883 0.059 0.053 -0.098 0.187
H -3.6922 2.2142 0.0996 -0.118 -0.073 0.060 0.182
H -1.7392 0.4762 0.0107 0.009 0.304 0.203 0.435
O 1.8067 -1.2835 -4.9960 -0.513 -0.801 0.672 -0.561
C 1.4370 -2.0409 -4.2015 0.711 0.512 0.244 0.552
Co 0.8708 -3.2321 -3.0310 -0.624 0.424 0.172 -0.034
C -0.8369 -2.7678 -3.0042 -1.549 0.665 -0.230 0.445
O -1.9495 -2.4504 -3.0836 1.086 -0.361 0.134 -0.571
C 1.0725 -4.6543 -4.0538 0.741 -1.556 -0.330 0.439
O 1.1997 -5.5583 -4.7706 -0.286 0.922 0.488 -0.568
C 2.0427 -2.6619 -1.5494 1.757 1.281 -2.250 -0.536
C 1.5216 -1.7362 -0.6636 1.836 3.161 -0.410 -0.097
C 1.3791 -0.4829 -0.1889 0.326 -1.625 -0.196 -0.540
Co 0.8428 -3.3772 -0.4159 -3.062 -4.485 1.984 -0.092
C -0.7578 -2.7541 -0.0472 -2.590 0.462 0.247 0.533
O -1.8354 -2.3976 0.1871 1.464 -0.149 -0.194 -0.567
C 1.3005 -3.8150 1.2973 1.340 -0.554 0.133 0.571
O 1.6220 -4.0985 2.3706 -0.745 0.534 -1.217 -0.538
C 0.4105 -5.0367 -1.0806 0.604 -1.208 0.388 0.508
O 0.1916 -6.1645 -1.2473 0.038 1.637 -0.042 -0.556
H 3.1009 -2.9065 -1.6954 -0.287 0.415 0.336 0.205
H 0.9920 -0.3545 0.8237 -0.223 -0.012 -0.612 0.197
H 1.5737 0.4280 -0.7598 0.459 -0.573 0.259 0.209
```
Forces are in eV/Å.

***

2.
ORCA calculation (ωB97M-V/def2-TZVPD) on the ion C3H8N2O2P with charge -1 at a distorted geometry.

Computed properties:
Charge: -1
HOMO-LUMO gap (spin up / spin down) (Eh): 0.2611 / 0.2611
ΔE to the lowest compared entry with this formula, charge and spin (kJ/mol): 304.5
Lowest unoccupied orbital energy (spin up / spin down) (eV): 4.17 / 4.17

```
16
Properties=species:S:1:pos:R:3:forces:R:3:nbo_charge:R:1
C -0.5803 0.3136 -1.4071 -2.302 -1.184 1.133 -0.252
C -0.6369 1.0680 0.0612 -0.395 2.144 -2.499 -0.240
C -0.2614 -0.0422 2.0877 1.981 2.499 1.410 -0.424
N 0.6630 -0.2073 -1.7661 1.067 -0.452 -0.266 -0.945
N 0.2892 0.7353 0.9809 2.231 -3.593 1.041 -0.706
O 0.4218 -2.3825 -0.3336 0.170 0.531 0.178 -1.108
O 2.8538 -1.4786 -0.9196 -3.002 0.905 0.700 -1.098
P 1.3474 -1.2737 -0.6759 2.060 -0.319 -0.054 2.250
H -1.2034 -0.6246 -1.4520 -0.065 0.931 0.940 0.191
H -1.0694 0.9078 -2.1612 0.391 0.739 -0.439 0.179
H -0.4228 2.2007 -0.0247 -1.028 -1.030 -1.153 0.143
H -1.6745 0.8983 0.3201 -0.669 0.167 0.454 0.145
H -1.0877 -0.6680 1.8785 -1.515 -0.315 -0.269 0.163
H 0.4703 -0.7296 2.4999 0.408 -0.037 0.120 0.184
H -0.4046 0.7781 2.9289 -0.561 -1.784 -0.975 0.134
H 1.2956 0.5045 -2.0168 1.227 0.796 -0.322 0.383
```
Forces are in eV/Å.

***

3.
ORCA calculation (ωB97M-V/def2-TZVPD) on a cluster of 2 separate species, C3H4N2O2 in total at a distorted geometry.

Computed properties:
HOMO-LUMO gap (spin up / spin down) (Eh): 0.2703 / 0.2694
ΔE to the lowest compared entry with this formula, charge and spin (kJ/mol): 477.7
Lowest unoccupied orbital energy (spin up / spin down) (eV): -1.77 / -1.75

```
11
Properties=species:S:1:pos:R:3:forces:R:3:nbo_charge:R:1
H 1.3302 -2.2201 0.3849 -0.012 0.015 -0.105 0.320
N 0.5281 -1.9147 -0.1703 -0.364 0.452 -0.128 -0.702
C 0.5984 -0.6698 -0.4459 -1.554 -0.858 -0.756 0.269
N 1.6209 0.1572 -0.1173 0.318 1.338 0.077 -0.830
H -0.2967 -0.2181 -1.0528 2.089 -0.713 0.905 0.161
H 2.2388 -0.1271 0.6320 -0.140 -0.032 -0.209 0.387
H 1.4678 1.1599 -0.1729 0.064 -0.408 0.006 0.398
O -0.6570 2.2721 0.4105 0.715 0.458 -0.105 -0.416
C -1.3835 1.3513 0.3902 -0.508 -0.008 0.285 0.402
C -2.2545 0.4550 0.0345 -0.273 0.432 0.162 0.375
O -3.1925 -0.2457 0.1070 -0.333 -0.676 -0.131 -0.365
```
Forces are in eV/Å.

***

4.
ORCA calculation (ωB97M-V/def2-TZVPD) on a structure of composition C49H72BrCrFN8O5PSb2.

Computed properties:
Charge: +1
Spin multiplicity: 5
HOMO-LUMO gap (spin up / spin down) (Eh): 0.1826 / 0.1980
ΔE to the lowest compared entry with this formula, charge and spin (kJ/mol): 50.4
Lowest unoccupied orbital energy (spin up / spin down) (eV): -3.28 / -3.28

```
140
Properties=species:S:1:pos:R:3:forces:R:3:mulliken_spin:R:1
Cr 0.4643 -0.0362 -0.5487 0.100 0.783 0.093 2.873
C 1.2275 5.8367 -2.1659 0.018 -0.005 0.005 0.005
Sb 0.8609 3.7531 -2.5784 0.029 -0.063 -0.330 0.043
C -0.9344 4.2411 -3.6824 0.031 0.015 0.056 0.000
C 2.1365 3.9311 -4.3986 -0.207 -0.066 0.137 0.008
C 2.1141 2.7824 -5.3457 0.108 -0.057 -0.106 0.163
C 1.0736 2.6940 -6.2729 0.096 0.033 0.069 -0.082
C 1.0122 1.6867 -7.2215 -0.032 -0.028 0.013 0.165
C 2.0002 0.7018 -7.2665 -0.048 -0.039 0.023 -0.064
C 3.0298 0.7428 -6.3593 0.013 0.010 0.014 0.143
C 3.1315 1.7741 -5.3931 -0.148 0.162 0.086 -0.118
C 4.2295 1.7678 -4.5054 0.207 0.274 -0.069 0.629
Sb 3.1878 0.3600 -2.3537 -0.039 -0.801 0.012 0.098
C 3.5316 -1.3791 -3.5656 0.000 0.154 -0.114 0.013
C 5.0789 0.0942 -1.3612 -0.096 0.009 0.063 -0.009
H 0.9239 6.4287 -3.0300 0.014 0.014 0.021 -0.001
H 2.2868 6.0114 -1.9756 0.007 -0.010 0.014 0.000
H 0.6540 6.1430 -1.2923 0.001 -0.010 0.003 0.000
H -0.7171 5.0454 -4.3868 -0.014 -0.005 -0.005 0.000
H -1.6993 4.5860 -2.9843 0.006 -0.041 0.009 0.001
H -1.3187 3.3771 -4.2216 0.004 -0.054 -0.002 0.001
H 3.1284 4.1808 -4.0277 0.055 -0.060 -0.043 0.003
H 1.7311 4.8209 -4.8828 0.025 -0.009 -0.025 0.007
H 0.3095 3.4618 -6.2633 -0.021 0.007 0.004 0.004
H 0.1997 1.6713 -7.9371 -0.008 0.002 0.015 0.000
H 1.9526 -0.0874 -8.0052 0.009 0.003 -0.009 0.001
H 3.8045 -0.0150 -6.3812 -0.010 0.011 0.001 -0.003
H 4.4631 2.6320 -3.8991 -0.040 -0.026 0.037 0.026
H 5.0365 1.0598 -4.6547 -0.067 -0.050 -0.006 -0.010
H 4.4700 -1.2896 -4.1137 0.011 -0.027 0.003 0.003
H 2.7103 -1.5293 -4.2638 0.009 0.003 0.011 -0.007
H 3.5817 -2.2231 -2.8802 0.001 -0.012 -0.010 0.001
H 5.8688 0.3359 -2.0743 0.014 -0.015 0.007 0.007
H 5.1739 -0.9516 -1.0680 0.016 0.003 -0.012 -0.002
H 5.1570 0.7435 -0.4924 0.007 0.018 -0.017 0.001
F -1.5502 -3.4102 4.9580 -0.048 -0.072 0.022 0.000
C -0.3965 -2.7384 4.7435 -0.010 0.090 -0.005 0.000
C -0.2649 -1.9484 3.6418 0.007 0.008 0.009 0.010
C 0.9219 -1.2289 3.4605 -0.007 -0.090 0.121 0.002
C 1.0721 -0.4051 2.2646 -0.015 0.309 -0.061 -0.049
O 0.1312 -0.3536 1.4444 -0.085 -0.304 0.152 0.032
C 2.2888 0.3186 2.1484 0.045 -0.037 -0.063 0.065
C 3.2201 0.2148 3.1366 -0.019 0.058 0.046 0.006
N 3.1034 -0.5739 4.2233 0.026 -0.009 -0.002 0.008
C 4.1335 -0.5730 5.2374 0.052 -0.015 0.078 -0.001
C 5.5676 -0.4978 4.8252 0.004 -0.006 -0.018 0.000
C 5.0194 -1.7779 5.3832 -0.003 -0.034 -0.011 0.000
C 1.9463 -1.3118 4.4111 -0.011 -0.035 -0.021 0.003
C 1.7863 -2.1490 5.5263 -0.005 -0.054 0.034 0.000
C 0.6261 -2.8716 5.6913 0.048 0.012 -0.035 0.001
N 0.4913 -3.7344 6.8299 -0.014 0.070 0.047 0.000
C 0.1964 -5.1252 6.5152 0.041 0.007 0.013 0.000
C 0.4266 -5.9716 7.7515 0.034 -0.007 -0.075 0.000
N -0.4860 -5.4607 8.8364 0.014 0.030 -0.051 0.000
C -0.2071 -4.0110 9.1350 0.014 0.080 -0.031 0.000
C -0.4015 -3.2169 7.8574 -0.038 -0.055 -0.026 0.000
C 2.6058 1.2588 1.0025 -0.019 0.180 0.111 -0.044
O 3.6526 1.8904 1.0588 -0.021 0.002 0.029 0.003
O 1.7401 1.3486 0.0628 -0.233 -0.119 -0.063 -0.015
H -1.0582 -1.8584 2.9107 0.018 -0.005 -0.005 -0.008
H 4.1171 0.8139 3.0608 0.012 -0.004 -0.012 0.000
H 3.8413 -0.0499 6.1404 0.007 0.032 -0.018 0.000
H 6.2243 0.1022 5.4374 -0.014 0.004 0.010 0.000
H 5.7966 -0.4795 3.7692 -0.015 -0.004 -0.003 0.000
H 5.3044 -2.0820 6.3808 -0.001 0.021 0.006 0.000
H 4.8639 -2.5879 4.6830 -0.010 0.014 -0.010 0.000
H 2.5690 -2.2559 6.2623 0.010 0.002 -0.009 0.000
H 0.8652 -5.4649 5.7254 0.005 -0.021 0.017 0.000
H -0.8346 -5.2741 6.1616 0.001 0.008 -0.026 0.000
H 1.4456 -5.8665 8.1189 -0.011 -0.010 0.032 0.000
H 0.1989 -7.0218 7.5812 -0.039 0.007 0.007 0.000
H -0.4083 -6.0291 9.6794 0.039 0.001 0.016 0.000
H -1.4508 -5.5419 8.5052 -0.031 -0.043 0.058 0.000
H 0.8263 -3.9538 9.4715 -0.008 -0.026 0.035 0.000
H -0.8764 -3.6906 9.9305 -0.032 -0.019 -0.017 0.000
H -0.1601 -2.1738 8.0558 0.006 -0.004 0.015 0.000
H -1.4597 -3.2599 7.5505 0.007 0.021 0.007 0.000
O 0.9628 -1.0767 -1.9960 0.071 -0.247 -0.074 -0.081
O 2.0997 -1.0672 -1.0809 0.299 0.208 -0.119 -0.013
N -1.2341 0.5364 -1.0790 -0.014 -0.121 0.163 0.089
P -2.3881 -0.2430 -1.7492 -0.186 0.052 -0.048 0.043
N -3.8296 0.6458 -1.9071 0.191 0.030 -0.186 -0.001
C -4.2249 1.4053 -0.7078 0.003 0.019 0.015 0.007
C -4.0019 2.9054 -0.8976 0.002 -0.082 0.083 -0.004
C -4.8990 3.4521 -2.0133 -0.022 0.007 0.008 0.000
C -5.1719 2.3574 -3.0488 0.040 -0.001 -0.024 0.000
C -3.9794 1.4186 -3.1539 -0.057 -0.027 -0.038 -0.005
N -2.1032 -0.7346 -3.3182 0.062 -0.048 0.070 0.008
C -0.9221 -0.1979 -4.0127 0.042 0.003 0.063 0.003
C -0.4094 -1.2305 -5.0014 0.015 0.043 -0.025 0.004
C -1.4257 -1.4031 -6.1411 -0.021 0.011 0.021 0.013
C -2.8439 -1.0692 -5.6495 0.029 -0.052 0.023 -0.003
C -3.0165 -1.4808 -4.1892 -0.032 0.017 -0.034 0.001
N -2.8058 -1.5921 -0.8293 0.083 -0.064 0.128 0.033
C -2.6976 -1.5464 0.6228 -0.016 0.042 -0.016 -0.010
C -4.0622 -1.5971 1.3138 0.018 -0.064 -0.036 0.000
C -4.8748 -2.8026 0.8465 -0.011 0.065 -0.034 0.000
C -4.9426 -2.8183 -0.6789 0.020 -0.018 0.036 0.000
C -3.5290 -2.7790 -1.2536 -0.091 0.063 -0.068 -0.002
H -3.6318 1.0552 0.1375 -0.002 0.025 -0.004 -0.007
H -5.2792 1.2137 -0.4740 -0.012 -0.013 0.011 -0.002
H -2.9515 3.0567 -1.1539 0.077 -0.037 0.069 0.003
H -4.1887 3.4312 0.0418 0.037 -0.016 -0.007 0.000
H -4.4075 4.3007 -2.4943 -0.015 0.020 0.005 0.000
H -5.8402 3.8236 -1.6029 -0.013 0.001 -0.006 0.000
H -5.3805 2.7941 -4.0266 -0.010 -0.018 -0.009 0.000
H -6.0506 1.7710 -2.7672 -0.004 -0.007 -0.008 0.000
H -3.0763 2.0039 -3.3785 0.001 0.003 -0.020 0.001
H -4.1312 0.7239 -3.9784 0.004 0.101 0.013 -0.001
H -0.1675 0.0493 -3.2763 -0.066 0.059 -0.110 0.014
H -1.1763 0.7263 -4.5473 0.001 0.089 -0.042 -0.030
H -0.2592 -2.1673 -4.4586 0.020 0.005 -0.016 0.000
H 0.5644 -0.9226 -5.3907 -0.044 0.010 0.016 0.000
H -1.3922 -2.4240 -6.5282 -0.008 0.003 -0.005 0.000
H -1.1681 -0.7404 -6.9708 -0.001 -0.020 -0.018 0.000
H -3.5932 -1.5872 -6.2508 -0.011 0.025 -0.011 0.000
H -3.0367 0.0010 -5.7529 -0.006 -0.012 0.004 0.001
H -2.8120 -2.5579 -4.1308 -0.044 0.008 0.019 0.000
H -4.0481 -1.3186 -3.8645 0.010 -0.073 0.011 -0.001
H -2.1414 -0.6560 0.9072 -0.041 -0.012 -0.012 0.041
H -2.1085 -2.4221 0.9458 0.012 0.007 0.011 -0.015
H -4.6166 -0.6861 1.0773 0.015 0.022 0.032 0.000
H -3.9202 -1.6212 2.3996 -0.007 0.001 0.006 0.000
H -5.8762 -2.7799 1.2816 -0.001 -0.026 0.007 0.000
H -4.3933 -3.7258 1.1909 -0.001 -0.003 0.004 0.000
H -5.4906 -1.9402 -1.0349 -0.001 -0.013 -0.023 0.000
H -5.4656 -3.7089 -1.0359 -0.009 -0.002 0.007 0.000
H -3.5470 -2.8579 -2.3336 -0.005 0.041 0.024 0.001
H -2.9762 -3.6545 -0.8810 0.004 -0.021 -0.056 0.000
Br 2.8051 3.8745 5.1405 0.004 -0.053 -0.021 0.000
C 2.0331 4.0510 3.4166 0.051 0.021 -0.026 0.000
C 0.8332 3.4264 3.1356 -0.044 -0.070 -0.045 -0.001
C 0.3198 3.5703 1.8534 0.201 -0.026 0.025 -0.003
N 0.9173 4.2708 0.8944 0.014 0.093 0.064 -0.001
C 2.0757 4.8489 1.1935 -0.055 0.037 -0.030 0.000
C 2.6804 4.7816 2.4411 0.018 -0.083 0.057 0.000
H 0.3120 2.8395 3.8795 -0.004 0.017 -0.002 0.000
H -0.5948 3.0654 1.5837 -0.223 -0.040 -0.085 0.003
H 2.5603 5.3988 0.3941 -0.021 0.006 0.009 0.000
H 3.6303 5.2607 2.6256 0.004 0.008 0.004 0.000
```
Forces are in eV/Å.

***

Repeat the third record exactly.
ORCA calculation (ωB97M-V/def2-TZVPD) on a cluster of 2 separate species, C3H4N2O2 in total at a distorted geometry.

Computed properties:
HOMO-LUMO gap (spin up / spin down) (Eh): 0.2703 / 0.2694
ΔE to the lowest compared entry with this formula, charge and spin (kJ/mol): 477.7
Lowest unoccupied orbital energy (spin up / spin down) (eV): -1.77 / -1.75

```
11
Properties=species:S:1:pos:R:3:forces:R:3:nbo_charge:R:1
H 1.3302 -2.2201 0.3849 -0.012 0.015 -0.105 0.320
N 0.5281 -1.9147 -0.1703 -0.364 0.452 -0.128 -0.702
C 0.5984 -0.6698 -0.4459 -1.554 -0.858 -0.756 0.269
N 1.6209 0.1572 -0.1173 0.318 1.338 0.077 -0.830
H -0.2967 -0.2181 -1.0528 2.089 -0.713 0.905 0.161
H 2.2388 -0.1271 0.6320 -0.140 -0.032 -0.209 0.387
H 1.4678 1.1599 -0.1729 0.064 -0.408 0.006 0.398
O -0.6570 2.2721 0.4105 0.715 0.458 -0.105 -0.416
C -1.3835 1.3513 0.3902 -0.508 -0.008 0.285 0.402
C -2.2545 0.4550 0.0345 -0.273 0.432 0.162 0.375
O -3.1925 -0.2457 0.1070 -0.333 -0.676 -0.131 -0.365
```
Forces are in eV/Å.